{"formula": "C31H40GeN6O8STi", "method": "ωB97M-V/def2-TZVPD", "symbols": ["Ti", "C", "C", "C", "C", "C", "H", "H", "H", "H", "H", "C", "C", "C", "C", "Ge", "C", "C", "C", "C", "H", "H", "H", "H", "H", "H", "H", "H", "H", "H", "H", "H", "H", "H", "H", "H", "H", "H", "H", "O", "S", "O", "O", "C", "N", "C", "C", "C", "N", "C", "C", "C", "N", "C", "C", "H", "H", "H", "H", "H", "H", "O", "C", "O", "C", "C", "C", "C", "C", "C", "N", "O", "O", "H", "H", "H", "H", "C", "N", "C", "N", "O", "H", "H", "H", "H", "H", "H"], "positions_angstrom": [[-1.420, -1.397, -0.015], [-2.268, -2.054, -2.147], [-2.143, -3.199, -1.341], [-3.072, -3.090, -0.273], [-3.761, -1.881, -0.420], [-3.250, -1.219, -1.565], [-1.695, -1.835, -3.034], [-1.448, -4.010, -1.496], [-3.184, -3.792, 0.538], [-4.497, -1.486, 0.260], [-3.604, -0.284, -1.971], [2.824, 4.246, -1.994], [2.209, 3.380, -0.902], [0.799, 2.915, -1.257], [0.194, 2.028, -0.165], [-1.584, 1.390, -0.695], [-3.141, 2.190, 0.174], [-3.504, 3.539, -0.453], [-4.751, 4.152, 0.178], [-5.102, 5.507, -0.424], [3.834, 4.557, -1.729], [2.228, 5.146, -2.162], [2.886, 3.702, -2.937], [2.177, 3.929, 0.045], [2.837, 2.501, -0.731], [0.840, 2.362, -2.202], [0.162, 3.786, -1.444], [0.086, 2.567, 0.780], [0.837, 1.167, 0.023], [-1.732, 1.435, -2.232], [-2.904, 2.310, 1.233], [-3.978, 1.491, 0.103], [-3.667, 3.424, -1.529], [-2.668, 4.239, -0.345], [-4.594, 4.253, 1.257], [-5.589, 3.460, 0.052], [-4.288, 6.220, -0.282], [-5.998, 5.927, 0.034], [-5.285, 5.421, -1.497], [6.636, 1.712, -4.675], [5.784, 1.012, -5.622], [4.444, 1.551, -5.749], [6.413, 0.620, -6.862], [5.530, -0.562, -4.735], [6.517, -1.465, -4.723], [6.315, -2.552, -3.998], [5.154, -2.773, -3.264], [4.195, -1.780, -3.348], [4.384, -0.691, -4.084], [2.898, -1.790, -2.620], [1.999, -0.756, -2.871], [0.821, -0.707, -2.167], [0.485, -1.596, -1.220], [1.337, -2.606, -0.998], [2.531, -2.745, -1.678], [7.115, -3.285, -3.993], [5.032, -3.671, -2.675], [2.259, -0.003, -3.605], [0.110, 0.087, -2.361], [1.050, -3.313, -0.230], [3.175, -3.581, -1.440], [0.140, -0.769, 1.436], [0.069, -1.911, 1.970], [-0.656, -2.801, 1.437], [0.814, -2.199, 3.224], [1.791, -1.318, 3.677], [2.481, -1.586, 4.849], [2.191, -2.729, 5.580], [1.212, -3.586, 5.110], [0.521, -3.352, 3.939], [0.891, -4.799, 5.891], [0.014, -5.520, 5.465], [1.545, -5.007, 6.891], [2.013, -0.433, 3.094], [3.250, -0.909, 5.195], [2.708, -2.965, 6.498], [-0.231, -4.046, 3.592], [-4.808, -0.599, 3.337], [-3.564, 0.078, 3.658], [-2.520, 0.071, 2.806], [-1.432, 0.814, 3.135], [-2.573, -0.592, 1.752], [-5.368, -0.757, 4.255], [-4.587, -1.566, 2.891], [-5.418, -0.020, 2.641], [-3.547, 0.709, 4.439], [-1.322, 1.135, 4.082], [-0.587, 0.553, 2.639]], "s2": 2.01, "total_charge": 0, "lumo_ev": [-1.35, -2.72], "multiplicity": 3, "gap_ev": [5.8, 4.4]}

{"formula": "C31H40MoN6O7PS4", "method": "ωB97M-V/def2-TZVPD", "symbols": ["Mo", "O", "C", "O", "C", "C", "N", "N", "C", "C", "O", "O", "H", "H", "H", "S", "S", "S", "S", "C", "O", "C", "C", "C", "C", "C", "C", "N", "C", "C", "C", "C", "C", "C", "C", "O", "H", "H", "H", "H", "H", "H", "H", "H", "H", "H", "H", "H", "H", "O", "P", "N", "C", "C", "C", "C", "N", "C", "C", "C", "C", "N", "C", "C", "C", "C", "H", "H", "H", "H", "H", "H", "H", "H", "H", "H", "H", "H", "H", "H", "H", "H", "H", "H", "H", "H", "H", "H", "H", "H"], "positions_angstrom": [[10.479, 12.151, 11.880], [8.568, 8.676, 16.295], [9.854, 9.067, 16.441], [10.462, 8.839, 17.462], [10.544, 9.869, 15.382], [11.876, 10.295, 15.544], [12.132, 11.072, 14.452], [11.116, 11.113, 13.603], [10.123, 10.388, 14.157], [8.921, 10.159, 13.291], [8.003, 9.455, 13.590], [9.006, 10.800, 12.126], [8.238, 8.843, 15.378], [12.637, 10.023, 16.257], [12.948, 11.574, 14.247], [12.316, 13.665, 11.521], [12.015, 14.611, 9.756], [10.317, 14.119, 8.862], [9.199, 12.879, 9.953], [6.367, 9.059, 9.402], [7.577, 9.030, 8.695], [7.758, 8.072, 7.758], [6.920, 7.017, 7.442], [7.251, 6.101, 6.460], [8.438, 6.235, 5.788], [9.268, 7.313, 6.032], [9.013, 8.139, 7.061], [9.926, 9.186, 7.372], [10.470, 9.494, 8.525], [10.543, 8.792, 9.750], [10.421, 7.390, 9.728], [10.827, 6.618, 10.799], [11.479, 7.217, 11.852], [11.739, 8.633, 11.865], [11.172, 9.404, 10.862], [11.302, 10.773, 10.863], [6.485, 9.909, 10.078], [6.168, 8.083, 9.911], [5.561, 9.212, 8.677], [6.085, 6.760, 8.082], [6.576, 5.290, 6.214], [8.786, 5.427, 5.117], [10.195, 7.291, 5.470], [10.222, 9.811, 6.643], [10.865, 10.511, 8.490], [9.911, 6.881, 8.918], [10.692, 5.530, 10.790], [11.885, 6.629, 12.669], [12.353, 9.021, 12.686], [9.593, 13.299, 13.045], [8.558, 14.251, 13.780], [9.117, 14.414, 15.299], [9.951, 13.441, 16.110], [9.845, 14.062, 17.507], [8.417, 14.653, 17.555], [8.384, 15.342, 16.197], [7.135, 13.514, 13.796], [6.418, 13.023, 12.596], [5.044, 12.662, 13.120], [5.457, 12.006, 14.486], [6.675, 12.755, 15.000], [8.546, 15.603, 12.931], [9.734, 16.402, 12.653], [9.258, 17.846, 12.708], [7.814, 17.787, 13.237], [7.309, 16.459, 12.688], [11.006, 13.432, 15.803], [9.476, 12.503, 16.148], [10.587, 14.863, 17.602], [10.105, 13.299, 18.261], [8.170, 15.310, 18.423], [7.657, 13.916, 17.694], [8.893, 16.297, 16.282], [7.371, 15.485, 15.973], [6.967, 12.156, 12.171], [6.383, 13.819, 11.801], [4.512, 11.947, 12.444], [4.453, 13.594, 13.267], [5.555, 10.911, 14.306], [4.640, 12.059, 15.214], [7.471, 12.012, 15.197], [6.510, 13.386, 15.895], [10.046, 16.110, 11.623], [10.494, 16.164, 13.403], [9.406, 18.421, 11.780], [9.822, 18.435, 13.446], [7.178, 18.617, 12.941], [7.833, 17.770, 14.316], [7.070, 16.508, 11.582], [6.479, 15.967, 13.195]], "de_lowest_kcal_mol": 22.9, "total_charge": 3, "lumo_ev": [-12.04, -12.03], "gap_ev": [3.3, 3.3]}

{"formula": "C31H40N2O3", "method": "ωB97M-V/def2-TZVPD", "symbols": ["C", "C", "O", "C", "C", "C", "O", "C", "C", "C", "C", "C", "O", "H", "H", "H", "H", "H", "H", "H", "H", "H", "H", "H", "H", "H", "H", "H", "C", "C", "C", "N", "C", "C", "C", "C", "C", "C", "C", "C", "C", "N", "C", "C", "C", "C", "C", "C", "C", "C", "C", "H", "H", "H", "H", "H", "H", "H", "H", "H", "H", "H", "H", "H", "H", "H", "H", "H", "H", "H", "H", "H", "H", "H", "H", "H"], "positions_angstrom": [[3.187, -0.367, 3.307], [2.319, 0.761, 2.824], [0.972, 0.263, 2.725], [0.107, 1.108, 2.083], [-1.299, 0.726, 2.388], [-2.190, 1.901, 2.438], [-2.089, 2.864, 1.680], [-3.357, 1.879, 3.449], [-4.466, 0.943, 2.997], [-4.002, -0.478, 2.657], [-2.876, -1.007, 3.551], [-1.485, -0.344, 3.407], [0.495, 2.006, 1.362], [4.199, 0.012, 3.470], [2.817, -0.780, 4.252], [3.235, -1.171, 2.565], [2.316, 1.597, 3.538], [2.644, 1.131, 1.845], [-2.978, 1.620, 4.449], [-3.760, 2.898, 3.498], [-5.236, 0.903, 3.782], [-4.965, 1.370, 2.116], [-4.865, -1.150, 2.776], [-3.713, -0.542, 1.600], [-3.181, -0.924, 4.605], [-2.757, -2.084, 3.357], [-0.739, -1.126, 3.208], [-1.213, 0.082, 4.394], [6.755, -3.452, -0.174], [6.088, -4.739, -0.676], [4.575, -4.527, -0.506], [4.405, -3.106, -0.280], [3.176, -2.511, -0.181], [2.034, -3.256, 0.214], [0.823, -2.624, 0.431], [0.650, -1.238, 0.181], [-0.640, -0.590, 0.335], [-1.192, 0.162, -0.749], [-0.684, 0.144, -2.091], [-1.257, 0.897, -3.096], [-2.268, 1.849, -2.792], [-2.732, 2.703, -3.749], [-3.226, 4.036, -3.455], [-3.460, 4.692, -4.826], [-3.385, 3.562, -5.863], [-2.673, 2.395, -5.164], [-2.771, 1.892, -1.467], [-2.350, 0.962, -0.544], [1.785, -0.516, -0.285], [3.020, -1.122, -0.432], [5.656, -2.374, -0.189], [7.109, -3.589, 0.853], [7.602, -3.154, -0.795], [6.310, -4.887, -1.738], [6.420, -5.623, -0.129], [4.020, -4.860, -1.398], [4.187, -5.109, 0.344], [2.134, -4.329, 0.392], [-0.048, -3.194, 0.761], [-1.334, -1.054, 1.037], [0.166, -0.495, -2.338], [-0.890, 0.827, -4.120], [-4.154, 3.990, -2.864], [-2.496, 4.607, -2.854], [-4.419, 5.216, -4.851], [-2.665, 5.420, -5.012], [-4.390, 3.244, -6.155], [-2.840, 3.858, -6.762], [-1.627, 2.315, -5.501], [-3.153, 1.427, -5.381], [-3.518, 2.636, -1.194], [-2.890, 0.864, 0.396], [1.671, 0.542, -0.533], [3.877, -0.538, -0.776], [5.694, -1.736, 0.710], [5.785, -1.703, -1.056]], "de_lowest_kcal_mol": 34.0, "total_charge": 0, "lumo_ev": -0.89, "gap_ev": 5.7}

no.,F_max (eV/Å)
1,0.7
2,2.4
3,1.9